Record 1
A structure of composition C42H58N4O9P2S2Ta in a non-equilibrium geometry. Source: the Open Molecules 2025 dataset; level of theory: wB97M-V/def2-TZVPD.

Calculated total energy ... -4067.5185 hartree
Total charge ... +1
ΔE to the lowest compared entry with this formula, charge and spin ... 1.385 eV

Last column: Löwdin charge in e.
Element x y z (Å)
N (-2.9837, 1.9088, 1.7148)  -0.167
H (2.5121, 3.5749, -2.1645)  0.139
H (0.4687, -2.8949, 4.5061)  0.109
O (1.2306, 1.4339, -1.4234)  -0.423
H (-2.2258, 2.5806, -2.6154)  0.102
H (4.1709, -0.6820, -1.6929)  0.084
H (-4.0499, 3.2752, 0.5172)  0.124
C (-0.7848, -2.5591, 2.8076)  -0.030
C (4.8187, -0.2827, 2.9120)  -0.022
H (5.0671, 0.5531, -5.4423)  0.095
C (-4.8717, -3.4565, -1.5827)  -0.058
P (2.4898, 1.0269, -2.0577)  0.465
N (-0.3621, 1.1887, 3.1833)  -0.217
H (-2.5212, 0.7964, 3.4204)  0.077
H (4.4548, 5.2017, -2.0921)  0.088
C (3.2195, 3.7646, -0.1454)  -0.029
C (3.1596, 1.5806, 2.7207)  -0.032
H (2.2302, 1.8894, 2.2544)  0.049
H (-2.3368, -4.8532, 0.9617)  0.122
H (-5.0636, 2.1932, 1.4709)  0.137
H (2.6866, 1.2747, -5.5580)  0.150
H (-5.3323, -5.5011, -2.0080)  0.109
C (4.4086, -3.9562, 1.6632)  -0.031
N (-2.0822, -0.9858, 0.5417)  -0.092
S (-0.5460, 2.9110, 0.0906)  0.927
H (1.6765, -0.9952, -4.9254)  0.084
C (-3.0900, -3.2070, 3.0751)  -0.035
H (3.0398, 1.6582, 3.7971)  0.091
H (4.8107, -0.1521, 3.9896)  0.095
H (-4.2129, 1.3467, 3.3682)  0.093
H (2.4151, 3.1686, 0.2753)  0.043
H (-3.8256, -2.1830, -5.2220)  0.109
C (-2.8269, -3.6212, 4.3670)  -0.067
H (5.6044, 0.3374, 2.4883)  0.094
H (-5.6808, -0.6629, -4.5918)  0.108
O (0.3279, 1.2515, 4.1870)  -0.006
H (-3.6650, 0.0302, 2.3117)  0.077
C (2.7406, -0.8111, -5.0469)  -0.037
H (2.9612, 4.8191, -0.0793)  0.092
C (-2.5120, -1.4119, -3.7278)  -0.118
O (1.1433, -0.8690, 0.3866)  -0.358
C (-0.5289, -2.9795, 4.1015)  -0.054
H (-2.8253, 3.4012, -1.1714)  0.052
H (-5.3803, 0.9325, -2.7777)  0.111
H (4.1272, 3.5829, 0.4242)  0.086
H (0.0061, -2.1846, 2.1764)  0.086
H (-3.7077, -6.3921, -0.3857)  0.109
C (4.5993, 4.1328, -2.2264)  -0.030
H (2.6048, -1.3753, -2.2284)  0.077
C (-3.7064, -1.4851, -4.4091)  -0.080
C (3.0905, -0.6342, -1.5969)  -0.190
H (-5.2638, 1.6002, -0.8087)  0.124
C (-2.3995, 3.1296, 2.2080)  -0.275
C (-3.0499, 2.6302, -1.9059)  -0.077
P (2.5939, -0.9570, 0.1194)  0.515
C (-1.3859, 5.6323, 2.9503)  -0.059
H (5.4045, -4.3924, 1.6754)  0.092
C (-4.1434, 2.2459, 0.8710)  -0.144
H (-4.2188, -1.5271, -0.9379)  0.080
C (-3.1985, -3.0801, 0.1093)  -0.156
H (5.0165, -2.2692, 0.4543)  0.137
O (3.5335, 0.0405, 0.8970)  -0.160
C (4.3565, -3.8645, -0.8490)  -0.031
H (4.9115, 0.3075, -3.7019)  0.072
C (4.2537, -3.0586, 0.4397)  -0.446
C (-3.0541, -4.4620, 0.2563)  -0.016
C (-2.3178, -0.5049, -2.6850)  -0.560
H (-5.5846, -3.0624, -2.2902)  0.106
H (4.6655, 3.9240, -3.2916)  0.069
H (3.0193, -1.0339, -6.0734)  0.090
C (-2.8669, 3.7833, 3.3444)  0.002
C (3.0489, 0.6492, -4.7342)  -0.419
C (-2.0776, -2.6439, 2.2957)  -0.187
H (-3.9631, 2.9153, -2.4430)  0.105
H (-1.3451, -3.8105, 5.8993)  0.107
O (0.3734, 1.9500, 0.8869)  -0.764
C (-2.3634, 5.0195, 3.7127)  -0.045
H (3.6690, -4.7525, 1.6345)  0.091
H (4.2920, -3.2171, -1.7190)  0.062
H (5.3020, -4.3999, -0.8755)  0.092
C (-1.3837, 3.7377, 1.4690)  -0.363
H (-1.0141, 6.6088, 3.2171)  0.112
H (5.5310, 3.8373, -1.7490)  0.092
C (-4.7289, -4.8250, -1.4235)  -0.059
C (-3.3745, 0.9738, 2.7703)  -0.069
S (-0.6940, -0.4336, -2.0017)  0.704
H (-3.6476, 3.3455, 3.9448)  0.115
H (4.2583, -3.3891, 2.5789)  0.072
H (3.9606, 2.2381, 2.3950)  0.081
C (-4.1095, -2.5915, -0.8242)  -0.014
H (3.2980, -1.4744, -4.3905)  0.068
N (-3.1986, 1.3220, -1.2623)  -0.195
Ta (-0.8504, 0.4603, 0.3467)  1.650
C (-4.7447, -0.6389, -4.0567)  -0.077
C (-4.3236, 1.3078, -0.3213)  -0.173
H (4.7587, 1.9228, -4.3780)  0.068
O (-0.2337, 0.0931, 2.4718)  -0.303
C (-4.5687, 0.2631, -3.0243)  -0.035
H (-0.1214, 5.4310, 1.2295)  0.106
C (-1.5479, -3.4968, 4.8863)  -0.067
C (-2.4114, -2.1477, 0.9400)  -0.252
H (2.6740, -0.5133, 2.7004)  0.138
H (-4.0867, -3.3063, 2.6693)  0.122
H (3.5411, -4.5817, -0.8918)  0.094
C (-3.8142, -5.3250, -0.5100)  -0.059
C (4.5393, 0.8747, -4.5491)  -0.035
H (-1.6896, -2.0557, -3.9878)  0.097
H (-2.7320, 5.5023, 4.6037)  0.114
C (-3.3718, 0.3379, -2.3160)  -0.309
C (3.4345, 3.3784, -1.6002)  -0.434
O (2.2640, 1.1011, -3.6241)  -0.160
H (-3.6205, -4.0381, 4.9700)  0.108
O (3.7220, 1.9626, -1.6886)  -0.174
O (2.9566, -2.4475, 0.5174)  -0.156
H (-4.4271, 0.2872, 0.0465)  0.104
C (3.4744, 0.1455, 2.3476)  -0.404
H (5.0310, -1.3223, 2.6841)  0.056
C (-0.8954, 4.9831, 1.8318)  -0.077



Record 2
A structure of composition C42H59Br2N6SeSi3Y. Source: the Open Molecules 2025 dataset; level of theory: wB97M-V/def2-TZVPD.

Calculated total energy ... -10420.8970 hartree
Total charge ... 0
ΔE to the lowest compared entry with this formula, charge and spin ... 0.557 eV

Last column: Löwdin charge in e.
Element x y z (Å)
C (2.8833, -5.9373, 0.9192)  -0.120
H (1.7554, 4.4236, -2.1784)  0.113
C (1.8016, -5.2705, 0.3502)  -0.082
H (-3.1966, 4.8969, -0.1277)  0.038
H (-2.0198, -6.5970, -0.1192)  0.028
C (4.3371, 0.4414, -2.5753)  -0.249
H (-5.0248, 3.6757, 2.2865)  0.031
C (-0.3951, -0.2120, 4.0310)  -0.197
H (4.1015, -0.4516, -1.9874)  0.112
C (0.7263, 4.2283, -2.4486)  -0.002
C (-0.1264, 3.4449, 3.1838)  -0.672
C (-2.5696, -0.0172, -4.4019)  -0.181
C (1.4195, -3.9953, 0.7575)  -0.332
C (-2.5472, 0.5931, -3.0082)  -0.152
H (5.3431, -2.4398, 1.6307)  0.019
H (3.5099, -2.1990, 4.7000)  0.020
H (-0.9655, -3.6037, 5.6708)  0.112
H (5.4712, 2.2778, -2.3284)  0.075
C (-4.5392, 2.7029, 2.1776)  -0.189
H (0.2101, -4.1981, -2.5629)  0.008
H (4.3766, 1.2512, 2.3404)  0.036
N (0.1957, -3.4182, 0.3899)  -0.243
C (3.3824, -1.1699, 4.3632)  -0.163
H (-3.4738, -3.9622, -0.4952)  0.033
C (0.3307, 3.3519, 1.8827)  -0.092
C (-0.8122, -2.6285, 5.2329)  -0.074
C (3.2974, -3.9817, 2.2396)  -0.098
C (-0.3686, 2.2967, 3.9162)  -0.040
H (-1.8033, 3.8611, -0.4388)  0.006
N (0.7716, 1.7107, -2.1744)  -0.025
Br (-0.8306, -1.6047, 7.8811)  0.797
C (2.1647, 1.4664, -1.8224)  -0.192
C (5.2326, 1.3712, -1.7666)  -0.106
N (2.1587, -1.8371, 1.6753)  -0.188
H (-2.0928, 5.8361, -3.4456)  0.108
H (2.5285, 2.3671, -1.3247)  0.120
C (-4.0483, 1.6528, -5.6279)  -0.106
C (-0.4909, -0.2569, 5.4147)  -0.054
C (0.2068, 2.9417, -2.4727)  -0.148
H (-1.6762, -0.6341, -4.5175)  0.089
H (-2.6319, -0.1636, -2.2291)  0.086
C (-2.7318, 1.0038, 0.4575)  -0.245
H (1.2084, -5.7847, -0.3964)  0.080
H (-5.1726, 1.4887, -1.2479)  0.021
H (-3.7921, 2.6050, 2.9678)  0.018
H (-5.2910, 1.9275, 2.3330)  0.031
C (-2.6185, -3.2948, -0.3581)  -0.194
H (-1.9023, 1.7726, -5.4025)  0.099
H (6.1724, 0.8846, -1.5060)  0.073
H (-2.9938, 3.5315, -3.4959)  0.101
C (-0.1367, 1.0676, 3.3062)  -0.195
H (2.4205, -0.8173, 4.7493)  0.007
H (-4.8146, 0.9050, -5.8408)  0.077
H (0.8228, 1.9697, 0.3338)  0.097
H (3.0768, 1.1326, 1.1674)  -0.002
H (-2.1036, -5.6974, 1.3897)  0.022
Si (-1.0441, -4.3274, -0.3949)  0.338
C (-1.1166, 2.6900, -2.8393)  -0.152
H (2.7162, 1.4441, 2.8762)  0.014
C (5.1480, -1.3854, 1.8129)  -0.163
H (-0.4550, -5.8104, -2.3292)  0.023
H (-2.7755, -2.7783, 0.5950)  0.009
H (3.1301, -6.9413, 0.5991)  0.092
H (0.5124, 4.2296, 1.2799)  0.113
C (0.5129, 2.0880, 1.3606)  -0.127
H (5.2765, -0.8574, 0.8627)  0.017
C (-0.1330, 5.2559, -2.7997)  -0.079
C (-0.1614, 0.7439, -2.3329)  -0.641
Se (0.1279, -1.0709, -2.1198)  0.754
H (-2.6591, -2.5313, -1.1369)  0.000
H (4.1637, -0.5651, 4.8312)  0.029
C (-1.4617, -5.9191, 0.5324)  -0.173
N (-0.4986, -1.3108, 3.2760)  0.037
C (-1.9785, 0.0366, 0.5512)  -0.223
H (-0.3703, 0.6236, 6.0261)  0.106
H (-0.7592, 2.3673, 4.9194)  0.106
H (-1.5039, -4.4938, -2.8507)  0.024
Y (0.0234, -1.2594, 0.8751)  1.187
H (-4.3416, 2.1503, -4.7006)  0.051
C (-0.6925, -2.4918, 3.8605)  -0.078
C (-0.6633, -4.7456, -2.2006)  -0.186
N (0.2965, 0.9712, 2.0446)  0.031
H (-3.4202, -0.7043, -4.4460)  0.123
Si (-3.7253, 2.5420, 0.4940)  0.423
C (3.0280, 1.0890, -3.0193)  -0.187
Br (-0.4606, 5.1271, 3.9528)  0.799
H (3.9137, -3.5111, 2.9946)  0.067
H (-0.5855, -6.4501, 0.9005)  0.017
H (-3.3538, 1.3062, -2.8571)  0.099
H (4.7655, 1.6761, -0.8276)  0.056
H (-6.0385, 2.7667, -0.4084)  0.027
C (3.5906, -5.3065, 1.9216)  -0.123
N (-1.3078, 1.3197, -2.7372)  0.009
H (-2.1923, 4.3560, 1.2146)  0.006
H (0.2305, 6.2745, -2.7960)  0.105
H (-0.7374, -3.3519, 3.2008)  0.120
C (-1.9720, 3.7210, -3.2012)  -0.011
H (4.8735, 0.0890, -3.4584)  0.110
C (-2.6221, 4.0514, 0.2585)  -0.167
C (-5.0710, 2.4898, -0.8318)  -0.183
C (-2.6737, 1.0057, -5.5296)  -0.252
C (2.3204, -3.2351, 1.5768)  -0.338
H (2.1830, 0.6486, -1.0968)  0.082
H (-4.0852, 2.3996, -6.4216)  0.074
C (-0.7066, -1.4890, 6.0098)  -0.669
H (4.3940, -5.8084, 2.4461)  0.092
H (-4.8647, 3.1877, -1.6465)  0.013
H (2.4618, 0.3947, -3.6423)  0.099
C (3.3555, 0.8851, 2.1947)  -0.175
H (5.9139, -1.0074, 2.4962)  0.032
Si (3.4262, -0.9857, 2.4806)  0.378
H (-2.4409, 0.5129, -6.4761)  0.108
H (3.2289, 1.9822, -3.6200)  0.118
C (-1.4568, 5.0054, -3.1712)  -0.077



For reference, LUMO level by record: -3.22 -0.84 eV.